No. 1
The following is a quantum chemistry calculation of a gas-phase ion, C5H12NO2 (charge -1) at a distorted geometry, from OMol25.

Positions of all 20 atoms, in Å:
C (0.36, 2.21, -0.85)
C (-0.83, 1.62, -0.07)
N (-0.49, 0.56, 0.87)
C (-0.58, -0.78, 0.33)
C (-0.03, -1.81, 1.38)
O (1.29, -2.12, 1.20)
C (0.16, -1.09, -0.95)
O (1.54, -0.85, -0.75)
H (0.94, 2.91, -0.21)
H (-0.04, 2.81, -1.67)
H (1.08, 1.44, -1.11)
H (-1.35, 2.39, 0.50)
H (-1.48, 1.25, -0.87)
H (0.46, 0.69, 1.21)
H (-1.64, -1.04, 0.20)
H (-0.19, -1.33, 2.37)
H (-0.70, -2.67, 1.30)
H (0.02, -2.16, -1.11)
H (-0.20, -0.62, -1.87)
H (1.68, -1.41, 0.10)

Summary:
Kohn-Sham gap: 7.2 eV
calculated total energy: -402.9300 Ha
structure (SMILES): CCN[C@H](C[O-])CO
total charge: -1
2S+1: 1

These are the Löwdin partial charges, in e, on atoms 1 to 6:
1. C -0.11
2. C -0.29
3. N -0.05
4. C -0.36
5. C -0.39
6. O -0.29

No. 2
The following is a quantum chemistry calculation of 3 unconnected molecules or ions with the total composition C31H63BBrN7O5P at a distorted geometry, from OMol25.

Positions of all 109 atoms, in Å:
C (-8.12, 1.73, 0.96)
C (-6.85, 1.54, 1.55)
C (-5.51, 1.73, 0.69)
C (-5.31, 0.41, -0.15)
C (-4.99, 0.57, -1.69)
B (-5.87, 1.64, -2.51)
C (-5.27, 3.16, -2.62)
O (-7.14, 1.43, -3.14)
C (-4.99, -0.90, -2.36)
N (-6.32, -1.51, -2.45)
C (-4.23, -0.74, -3.76)
C (-5.12, -0.94, -5.06)
C (-5.35, -2.48, -5.40)
O (-6.73, -2.83, -5.17)
N (-4.17, -1.90, -1.58)
C (-3.59, -1.36, -0.37)
N (-2.43, -1.93, -0.01)
C (-1.64, -1.59, 1.22)
C (-1.35, -0.03, 1.16)
N (-1.51, 0.71, 2.22)
N (-4.16, -0.33, 0.48)
P (-4.58, -1.15, 2.00)
O (-6.25, -1.52, 2.05)
Br (-4.34, 0.25, 3.79)
H (-8.42, 2.65, 0.38)
H (-8.92, 0.94, 1.12)
H (-6.85, 1.22, 2.63)
H (-4.60, 1.88, 1.36)
H (-5.64, 2.70, 0.13)
H (-6.29, -0.17, -0.10)
H (-3.91, 0.95, -1.77)
H (-4.79, 3.50, -1.65)
H (-4.49, 3.25, -3.44)
H (-6.10, 3.89, -2.88)
H (-7.01, 1.71, -4.07)
H (-6.95, -1.06, -3.11)
H (-6.74, -1.69, -1.54)
H (-3.40, -1.53, -3.81)
H (-3.66, 0.25, -3.84)
H (-4.58, -0.47, -5.94)
H (-6.10, -0.37, -4.94)
H (-4.72, -3.18, -4.78)
H (-5.09, -2.66, -6.48)
H (-7.29, -2.51, -5.90)
H (-4.82, -2.64, -1.23)
H (-2.01, -2.62, -0.64)
H (-0.63, -2.11, 1.09)
H (-2.11, -1.95, 2.17)
H (-1.05, 0.43, 0.16)
H (-1.27, 1.67, 1.93)
H (-6.27, -2.42, 1.65)
C (1.57, -0.09, 3.17)
C (1.88, 0.48, 4.58)
C (2.11, 2.00, 4.54)
C (3.50, 2.44, 4.07)
C (4.58, 1.69, 4.85)
C (4.41, 0.17, 4.76)
N (3.03, -0.28, 5.16)
O (2.95, -0.19, 6.50)
C (4.74, -0.28, 3.32)
C (5.50, -0.51, 5.62)
C (0.56, 0.27, 5.35)
H (2.39, -0.64, 2.71)
H (0.75, -0.82, 3.20)
H (1.28, 0.70, 2.47)
H (1.96, 2.42, 5.55)
H (1.36, 2.48, 3.91)
H (3.60, 2.27, 3.00)
H (3.61, 3.51, 4.23)
H (5.56, 1.99, 4.47)
H (4.55, 2.02, 5.90)
H (4.57, -1.35, 3.19)
H (5.79, -0.09, 3.09)
H (4.17, 0.26, 2.56)
H (5.49, -0.19, 6.66)
H (6.50, -0.25, 5.23)
H (5.41, -1.60, 5.59)
H (0.34, -0.80, 5.50)
H (-0.28, 0.70, 4.79)
H (0.56, 0.75, 6.33)
C (4.89, 0.61, -0.40)
C (4.79, -0.72, -1.20)
C (6.12, -1.51, -1.13)
C (7.20, -1.03, -2.09)
C (6.65, -0.91, -3.50)
C (5.41, -0.01, -3.57)
N (4.35, -0.42, -2.59)
O (3.76, -1.52, -3.08)
C (5.87, 1.45, -3.32)
C (4.89, 0.02, -5.02)
C (3.76, -1.54, -0.39)
H (4.98, 1.50, -1.02)
H (3.99, 0.79, 0.19)
H (5.74, 0.61, 0.29)
H (5.92, -2.57, -1.37)
H (6.51, -1.50, -0.11)
H (7.62, -0.08, -1.74)
H (8.03, -1.75, -2.08)
H (7.44, -0.53, -4.16)
H (6.41, -1.92, -3.88)
H (5.01, 2.13, -3.29)
H (6.52, 1.79, -4.12)
H (6.44, 1.58, -2.40)
H (4.64, -0.97, -5.40)
H (5.64, 0.43, -5.69)
H (3.99, 0.65, -5.10)
H (2.76, -1.10, -0.44)
H (4.06, -1.58, 0.67)
H (3.69, -2.58, -0.73)

Summary:
Kohn-Sham gap (alpha / beta): 6.5 / 7.2 eV
calculated total energy: -4918.2378 Ha
total charge: +1
2S+1: 3

These are the Löwdin partial charges, in e, on atoms 1 to 6:
1. C 0.01
2. C -0.17
3. C -0.14
4. C -0.29
5. C -0.10
6. B -0.41

No. 3
The following is a quantum chemistry calculation of a molecular structure, C38H47F6N9O8PRbSSb, from OMol25.

Positions of all 112 atoms, in Å:
Rb (-0.39, 1.30, -2.88)
O (-0.24, -0.91, -6.64)
C (-0.42, -1.69, -5.46)
C (0.91, -2.00, -4.75)
N (0.98, -1.51, -3.36)
C (2.37, -1.22, -3.00)
C (2.58, -0.51, -1.64)
O (3.73, -0.63, -1.18)
O (1.61, 0.10, -1.15)
C (0.46, -2.49, -2.40)
C (-0.96, -2.89, -2.73)
O (-1.27, -3.89, -3.34)
O (-1.62, -0.97, -1.51)
H (0.00, -0.01, -6.40)
H (-0.90, -2.61, -5.79)
H (-1.10, -1.18, -4.77)
H (1.69, -1.50, -5.32)
H (1.12, -3.08, -4.79)
H (2.80, -0.57, -3.76)
H (2.98, -2.14, -2.99)
H (0.54, -2.07, -1.40)
H (1.05, -3.42, -2.44)
N (-1.34, 1.27, 2.68)
C (-1.36, 1.57, 1.38)
N (-1.45, 0.75, 0.39)
C (-1.49, -0.61, 0.69)
N (-1.61, -1.53, -0.19)
N (-1.95, -2.00, -2.35)
C (-3.26, -2.09, -2.75)
C (-4.01, -0.93, -3.11)
C (-5.41, -1.01, -3.26)
C (-6.11, 0.10, -3.68)
C (-5.41, 1.28, -3.95)
C (-4.03, 1.27, -3.78)
N (-3.34, 0.22, -3.37)
C (-1.41, -1.04, 2.10)
C (-1.37, -2.38, 2.49)
C (-1.27, -2.72, 3.82)
C (-1.21, -1.72, 4.79)
C (-1.26, -0.38, 4.44)
C (-1.35, -0.05, 3.09)
H (-1.22, 2.00, 3.40)
H (-1.31, 2.63, 1.16)
H (-3.63, -3.08, -2.95)
H (-5.91, -1.94, -3.04)
H (-7.18, 0.05, -3.80)
H (-5.92, 2.17, -4.30)
H (-3.45, 2.16, -4.02)
H (-1.41, -3.14, 1.71)
H (-1.21, -3.76, 4.11)
H (-1.12, -1.99, 5.84)
H (-1.20, 0.42, 5.17)
F (0.55, 3.74, -4.45)
P (0.02, 3.32, -5.94)
F (-0.50, 2.85, -7.38)
F (-0.58, 4.79, -6.15)
F (1.43, 3.76, -6.57)
F (0.61, 1.80, -5.67)
F (-1.39, 2.83, -5.28)
C (1.85, 0.05, 2.26)
C (3.22, -0.59, 2.07)
C (4.04, -0.54, 3.35)
Sb (2.95, -2.57, 1.23)
C (5.05, -3.17, 1.26)
C (5.17, -4.60, 0.73)
C (5.92, -2.21, 0.46)
C (2.39, -3.60, 3.11)
C (3.53, -4.05, 4.02)
C (1.49, -4.79, 2.79)
H (1.94, 1.06, 2.66)
H (1.24, -0.52, 2.97)
H (1.32, 0.11, 1.30)
H (3.74, -0.07, 1.26)
H (3.50, -1.02, 4.18)
H (4.20, 0.51, 3.65)
H (5.01, -1.01, 3.25)
H (5.36, -3.16, 2.31)
H (4.85, -4.65, -0.32)
H (4.57, -5.31, 1.29)
H (6.22, -4.94, 0.76)
H (5.56, -2.10, -0.56)
H (6.96, -2.55, 0.45)
H (5.90, -1.20, 0.89)
H (1.80, -2.85, 3.64)
H (4.16, -4.80, 3.53)
H (3.13, -4.51, 4.94)
H (4.18, -3.23, 4.32)
H (2.05, -5.56, 2.24)
H (0.65, -4.49, 2.17)
H (1.10, -5.25, 3.70)
O (-0.96, 2.73, 5.07)
S (-1.10, 4.05, 5.68)
O (0.12, 4.83, 5.69)
O (-1.86, 4.06, 6.91)
C (-2.11, 4.93, 4.46)
N (-3.07, 5.76, 4.87)
C (-3.75, 6.38, 3.91)
C (-3.50, 6.19, 2.56)
C (-2.48, 5.31, 2.25)
N (-1.79, 4.68, 3.19)
C (-2.11, 4.97, 0.85)
C (-3.09, 4.42, 0.03)
C (-2.71, 3.88, -1.19)
N (-1.46, 3.91, -1.63)
C (-0.53, 4.46, -0.86)
C (-0.80, 5.00, 0.39)
H (-4.53, 7.06, 4.24)
H (-4.07, 6.70, 1.80)
H (-4.12, 4.34, 0.37)
H (-3.44, 3.41, -1.84)
H (0.48, 4.45, -1.25)
H (0.00, 5.38, 1.02)

Summary:
Kohn-Sham gap (alpha / beta): 7.0 / 6.4 eV
calculated total energy: -4174.3783 Ha
total charge: -2
2S+1: 2

These are the Löwdin partial charges, in e, on atoms 1 to 6:
1. Rb 0.83
2. O -0.07
3. C -0.23
4. C -0.16
5. N -0.17
6. C -0.12

No. 4
The following is a quantum chemistry calculation of 2 unconnected molecules or ions with the total composition C2H5IN2 at a distorted geometry, from OMol25.

Positions of all 10 atoms, in Å:
C (-1.26, -0.11, -0.43)
C (-0.01, 0.46, 0.21)
N (0.13, -0.31, -0.83)
N (0.90, -0.93, -1.58)
I (0.70, 2.37, 0.61)
H (-1.64, -0.88, 0.09)
H (-1.91, 0.39, -1.19)
H (1.26, 0.25, 2.31)
H (0.48, -1.68, -2.26)
H (1.34, 0.43, 3.06)

Summary:
Kohn-Sham gap: 8.0 eV
calculated total energy: -486.1957 Ha
total charge: 0
2S+1: 1

These are the Löwdin partial charges, in e, on atoms 1 to 6:
1. C -0.07
2. C -0.74
3. N -0.33
4. N 0.10
5. I 0.79
6. H 0.04

No. 5
The following is a quantum chemistry calculation of a single C4H10N2O molecule at a distorted geometry, from OMol25.

Positions of all 17 atoms, in Å:
C (1.88, -0.14, 0.89)
N (0.47, 0.00, 0.58)
C (-0.46, -0.27, 1.67)
C (0.12, 0.89, -0.43)
O (0.76, 1.88, -0.67)
C (-1.10, 0.48, -1.25)
N (-0.93, -0.82, -1.88)
H (2.01, -0.42, 1.93)
H (2.29, -0.98, 0.32)
H (2.45, 0.75, 0.62)
H (-0.13, -1.18, 2.16)
H (-1.42, -0.59, 1.24)
H (-0.55, 0.59, 2.33)
H (-2.02, 0.52, -0.68)
H (-1.17, 1.28, -1.99)
H (-0.38, -0.75, -2.72)
H (-1.81, -1.24, -2.14)

Summary:
Kohn-Sham gap: 9.6 eV
calculated total energy: -343.1379 Ha
structure (SMILES): CN(C)C(=O)CN
total charge: 0
2S+1: 1

These are the Löwdin partial charges, in e, on atoms 1 to 6:
1. C -0.06
2. N -0.18
3. C -0.05
4. C -0.46
5. O 0.08
6. C -0.20

No. 6
The following is a quantum chemistry calculation of a molecular structure, C34H93N8O10V at a distorted geometry, from OMol25.

Positions of all 146 atoms, in Å:
O (13.78, 5.16, -8.21)
V (13.32, 6.62, -7.71)
C (11.49, 6.92, -11.21)
C (10.86, 6.40, -9.93)
O (11.53, 6.67, -8.75)
H (12.44, 6.44, -11.47)
H (11.65, 8.00, -11.13)
H (10.87, 6.76, -12.09)
H (10.50, 5.36, -10.02)
H (9.91, 6.96, -9.87)
C (9.94, 10.85, -10.00)
C (10.57, 11.14, -11.35)
C (9.84, 10.37, -12.44)
O (10.44, 10.72, -13.69)
C (9.76, 10.05, -14.75)
N (10.47, 12.61, -11.64)
H (8.86, 10.74, -10.02)
H (10.23, 11.57, -9.24)
H (10.33, 9.89, -9.63)
H (11.61, 10.81, -11.37)
H (8.75, 10.53, -12.43)
H (10.01, 9.29, -12.33)
H (9.99, 10.47, -15.73)
H (8.69, 10.04, -14.58)
H (10.16, 9.03, -14.82)
H (10.70, 12.65, -12.64)
H (9.46, 12.73, -11.71)
C (8.84, 0.19, -12.95)
C (8.11, 1.46, -12.46)
C (9.00, 2.23, -11.48)
O (9.16, 1.46, -10.30)
C (9.96, 2.12, -9.35)
N (7.88, 2.27, -13.67)
H (9.80, 0.41, -13.41)
H (8.22, -0.35, -13.67)
H (8.96, -0.50, -12.11)
H (7.11, 1.23, -12.10)
H (8.53, 3.17, -11.16)
H (9.97, 2.38, -11.98)
H (9.67, 3.17, -9.25)
H (11.02, 2.12, -9.64)
H (9.91, 1.63, -8.38)
H (7.18, 2.98, -13.48)
H (8.73, 2.74, -13.98)
C (14.25, 12.28, -12.74)
C (14.23, 11.13, -13.76)
C (14.07, 9.75, -13.07)
O (14.32, 8.63, -13.91)
C (13.16, 8.10, -14.53)
N (13.12, 11.39, -14.71)
H (14.49, 13.18, -13.30)
H (14.96, 12.14, -11.92)
H (13.26, 12.43, -12.30)
H (15.16, 11.13, -14.33)
H (13.16, 9.65, -12.46)
H (14.90, 9.65, -12.36)
H (12.34, 8.10, -13.80)
H (13.34, 7.07, -14.83)
H (12.87, 8.61, -15.45)
H (13.25, 10.73, -15.47)
H (12.26, 11.13, -14.23)
C (13.07, 11.08, -8.01)
C (13.02, 9.60, -8.36)
C (14.20, 9.21, -9.23)
O (14.15, 7.77, -9.33)
C (15.17, 7.24, -10.20)
N (13.07, 8.80, -7.09)
H (12.28, 11.30, -7.29)
H (12.94, 11.74, -8.87)
H (14.01, 11.31, -7.51)
H (12.03, 9.39, -8.75)
H (15.17, 9.51, -8.82)
H (14.10, 9.64, -10.22)
H (16.16, 7.44, -9.80)
H (15.07, 7.71, -11.18)
H (15.08, 6.16, -10.27)
H (13.74, 9.32, -6.51)
H (12.18, 8.98, -6.62)
C (4.76, 8.61, -15.65)
C (4.77, 8.66, -14.13)
C (6.15, 8.41, -13.53)
O (6.59, 7.10, -13.81)
C (7.98, 6.93, -13.71)
N (4.31, 9.95, -13.63)
H (3.78, 8.85, -16.07)
H (5.10, 7.63, -15.98)
H (5.48, 9.31, -16.07)
H (4.13, 7.86, -13.76)
H (6.16, 8.56, -12.44)
H (6.79, 9.18, -13.97)
H (8.42, 7.35, -12.80)
H (8.43, 7.38, -14.61)
H (8.24, 5.88, -13.72)
H (3.32, 9.96, -13.42)
H (4.74, 10.26, -12.77)
C (10.25, 5.11, -4.77)
C (11.17, 6.25, -5.22)
C (11.41, 7.26, -4.12)
O (10.22, 7.92, -3.78)
C (10.35, 8.67, -2.60)
N (12.42, 5.67, -5.82)
H (9.33, 5.54, -4.35)
H (10.75, 4.56, -3.96)
H (9.87, 4.50, -5.59)
H (10.66, 6.72, -6.08)
H (12.18, 7.97, -4.46)
H (11.72, 6.68, -3.24)
H (9.34, 9.05, -2.41)
H (11.02, 9.53, -2.63)
H (10.59, 8.02, -1.75)
H (12.20, 4.68, -5.97)
H (12.95, 5.52, -4.95)
C (7.20, 6.22, -7.31)
C (6.61, 6.22, -8.73)
C (6.70, 7.57, -9.41)
O (6.02, 8.58, -8.70)
C (4.62, 8.50, -8.79)
N (7.25, 5.13, -9.49)
H (8.21, 6.62, -7.26)
H (7.15, 5.23, -6.87)
H (6.67, 6.88, -6.61)
H (5.59, 5.85, -8.57)
H (6.40, 7.56, -10.46)
H (7.76, 7.86, -9.49)
H (4.16, 9.35, -8.28)
H (4.29, 7.54, -8.37)
H (4.28, 8.53, -9.83)
H (8.22, 5.14, -9.20)
H (6.83, 4.26, -9.19)
C (10.34, 1.13, -18.28)
C (10.02, 1.65, -16.87)
C (10.49, 3.07, -16.66)
O (10.19, 3.40, -15.31)
C (10.71, 4.64, -14.93)
N (8.61, 1.43, -16.57)
H (9.89, 1.81, -19.02)
H (9.81, 0.22, -18.55)
H (11.40, 0.99, -18.48)
H (10.64, 1.06, -16.17)
H (10.00, 3.75, -17.36)
H (11.58, 3.05, -16.75)
H (11.80, 4.69, -14.83)
H (10.30, 4.97, -13.98)
H (10.49, 5.40, -15.70)
H (8.44, 1.54, -15.57)
H (8.41, 0.45, -16.75)

Summary:
Kohn-Sham gap (alpha / beta): 6.1 / 6.5 eV
calculated total energy: -3485.3155 Ha
total charge: +1
2S+1: 2

These are the Löwdin partial charges, in e, on atoms 1 to 6:
1. O -0.29
2. V 1.05
3. C -0.07
4. C -0.37
5. O -0.31
6. H 0.08